(1)
Below is a molecular structure, C3LiO6V, with properties calculated with ωB97M-V with the def2-TZVPD basis set.

The energy above the lowest of the compared OMol25 structures with the same formula, charge and spin is 376.9 kJ/mol. Its orbital gap (alpha / beta) is 6.3 / 5.8 eV.

Structure (ORCA input):
```
! RIJCOSX wB97M-V def2-TZVPD def2/J DEFGRID3
* xyz 0 5
O 0.494 2.077 -0.168
C 0.890 1.181 -0.973
O 1.208 0.114 -0.083
C 2.321 -0.848 -0.223
O 3.366 -0.349 -0.610
O 2.004 -1.906 0.311
V -0.073 0.765 1.198
C -2.348 0.076 -0.536
O -3.355 -0.511 -0.898
O -1.917 0.133 0.665
Li -3.377 -1.330 1.000
*
```

=====

(2)
Below is 4 unconnected molecules or ions with the total composition C30H61B2BrNO14S3, with properties calculated with ωB97M-V with the def2-TZVPD basis set.

Its orbital gap is 6.0 eV.

Structure (ORCA input):
```
! RIJCOSX wB97M-V def2-TZVPD def2/J DEFGRID3
* xyz -1 1
C 9.048 -1.330 1.158
O 8.076 -2.344 0.691
C 7.216 -1.744 -0.342
C 6.308 -2.909 -1.110
C 4.907 -3.183 -0.306
C 3.541 -2.946 -1.180
B 3.218 -1.364 -1.541
C 3.867 -1.227 -3.059
O 4.736 -0.011 -3.132
O 4.885 0.209 -4.419
O 3.848 -0.299 -0.680
C 2.678 0.005 0.211
B 2.881 0.940 1.532
O 4.176 1.710 1.596
N 1.987 1.100 2.731
C 1.349 2.456 2.861
C 1.085 -0.049 3.030
C 1.530 0.282 -0.907
C -0.010 0.034 -0.308
C -0.363 -1.544 -0.045
C -1.721 -1.626 0.903
C -1.930 -3.104 1.596
O -0.716 -3.545 2.328
C -0.344 -4.925 1.970
O -0.147 -5.350 0.697
C 1.657 1.407 -2.066
C 2.061 2.922 -1.605
C 1.202 3.531 -0.348
Br 4.074 3.196 -1.410
O 1.770 -0.973 -1.701
H 8.788 -1.103 2.284
H 10.145 -1.752 1.095
H 9.022 -0.323 0.563
H 7.853 -1.231 -1.208
H 6.516 -0.879 0.078
H 6.190 -2.561 -2.221
H 6.949 -3.909 -1.120
H 4.924 -4.332 0.016
H 4.900 -2.585 0.723
H 2.638 -3.302 -0.485
H 3.469 -3.654 -2.139
H 4.420 -2.186 -3.438
H 2.935 -1.075 -3.789
H 4.016 0.500 -4.839
H 2.437 -1.102 0.592
H 4.860 1.170 2.121
H 2.123 3.299 2.617
H 0.916 2.690 3.948
H 0.396 2.462 2.151
H 1.332 -0.489 4.111
H 1.101 -0.953 2.297
H -0.034 0.350 3.075
H -0.165 0.714 0.657
H -0.757 0.467 -1.127
H -0.522 -2.099 -1.064
H 0.499 -2.097 0.522
H -2.632 -1.351 0.210
H -1.554 -0.838 1.783
H -2.774 -2.976 2.420
H -2.336 -3.921 0.844
H -0.175 -5.701 2.844
H 2.385 1.132 -2.970
H 0.582 1.495 -2.579
H 1.788 3.620 -2.536
H 0.620 4.505 -0.719
H 1.894 3.911 0.536
H 0.373 2.779 -0.005
C 0.086 7.845 2.047
C -1.302 8.183 2.589
C -2.238 7.040 2.197
S -1.218 5.580 2.069
O -1.206 5.146 0.688
O -1.531 4.681 3.162
C 0.331 6.390 2.419
H 0.855 8.501 2.464
H 0.095 7.961 0.957
H -1.257 8.264 3.682
H -1.665 9.140 2.203
H -3.012 6.878 2.952
H -2.700 7.218 1.222
H 1.133 5.928 1.841
H 0.529 6.285 3.489
C -6.194 -5.321 0.411
C -6.831 -5.554 1.780
C -6.548 -4.318 2.633
S -6.387 -2.951 1.494
O -5.024 -2.467 1.545
O -7.529 -2.070 1.642
C -6.591 -3.910 0.006
H -6.530 -6.059 -0.323
H -5.103 -5.396 0.493
H -7.914 -5.681 1.662
H -6.445 -6.460 2.258
H -7.365 -4.115 3.331
H -5.607 -4.416 3.180
H -5.968 -3.500 -0.791
H -7.646 -3.864 -0.280
C -3.255 1.045 -3.913
C -4.643 1.383 -3.370
C -5.579 0.241 -3.762
S -4.558 -1.220 -3.891
O -4.547 -1.654 -5.272
O -4.872 -2.119 -2.798
C -3.010 -0.410 -3.541
H -2.485 1.701 -3.496
H -3.245 1.161 -5.003
H -4.598 1.465 -2.278
H -5.006 2.341 -3.756
H -6.352 0.078 -3.008
H -6.041 0.418 -4.737
H -2.207 -0.871 -4.119
H -2.812 -0.515 -2.470
*
```

=====

(3)
Below is 8 unconnected molecules or ions with the total composition C38H98N6O14, with properties calculated with ωB97M-V with the def2-TZVPD basis set.

The energy above the lowest of the compared OMol25 structures with the same formula, charge and spin is 32.0 kJ/mol. Its SMILES is COCCNCCOC.COCCNCCOC.COCCNCCOC.COCCNCCOC.COCCNCCOC.COCCNCCOC.CO.CO. Its orbital gap is 9.3 eV.

Structure (ORCA input):
```
! RIJCOSX wB97M-V def2-TZVPD def2/J DEFGRID3
* xyz 0 1
C 13.467 19.248 18.413
O 13.115 20.243 19.400
C 12.959 21.546 18.918
C 12.743 22.448 20.157
N 11.448 22.215 20.758
C 11.133 22.926 22.002
C 9.899 22.288 22.718
O 10.198 20.907 22.951
C 9.116 20.204 23.570
H 13.533 18.246 18.838
H 14.370 19.538 17.868
H 12.693 19.196 17.633
H 12.089 21.677 18.251
H 13.833 21.871 18.332
H 12.786 23.460 19.743
H 13.532 22.319 20.909
H 11.398 21.221 20.969
H 10.916 23.988 21.847
H 11.944 22.896 22.754
H 9.025 22.454 22.071
H 9.702 22.794 23.671
H 8.188 20.359 23.007
H 8.909 20.537 24.593
H 9.332 19.138 23.575
C 18.969 21.225 9.955
O 18.411 20.124 10.632
C 19.271 19.466 11.556
C 18.596 18.258 12.205
N 19.516 17.563 13.172
C 19.011 16.239 13.566
C 17.819 16.252 14.476
O 17.838 15.086 15.255
C 16.735 15.063 16.217
H 18.184 21.790 9.455
H 19.714 20.916 9.211
H 19.457 21.872 10.693
H 19.560 20.178 12.341
H 20.190 19.185 11.017
H 18.238 17.598 11.394
H 17.715 18.605 12.744
H 20.398 17.418 12.683
H 19.868 15.771 14.053
H 18.830 15.647 12.656
H 16.886 16.330 13.894
H 17.894 17.097 15.172
H 16.531 14.024 16.468
H 15.832 15.531 15.813
H 16.997 15.662 17.094
C 13.775 12.161 16.417
O 13.230 13.458 16.816
C 11.807 13.408 16.812
C 11.222 14.764 17.331
N 11.528 15.061 18.763
C 11.116 16.421 19.196
C 9.604 16.539 19.433
O 9.269 17.351 20.509
C 9.593 18.730 20.316
H 14.829 12.385 16.266
H 13.369 11.800 15.471
H 13.734 11.359 17.159
H 11.467 12.617 17.489
H 11.392 13.304 15.801
H 10.142 14.795 17.147
H 11.613 15.590 16.706
H 12.538 15.162 18.742
H 11.479 17.168 18.473
H 11.652 16.660 20.119
H 9.207 15.550 19.664
H 9.127 16.865 18.493
H 10.654 18.867 20.077
H 9.407 19.219 21.261
H 9.008 19.161 19.498
C 12.458 19.032 26.325
O 13.403 18.055 25.867
C 14.324 17.589 26.806
C 15.240 16.507 26.244
N 16.385 17.095 25.499
C 15.928 17.842 24.302
C 16.938 17.800 23.173
O 17.059 16.453 22.669
C 17.725 16.379 21.416
H 12.945 20.005 26.464
H 12.036 18.712 27.284
H 11.675 19.175 25.580
H 13.773 17.167 27.661
H 14.956 18.437 27.114
H 14.676 15.827 25.590
H 15.690 15.924 27.054
H 16.939 16.321 25.132
H 15.594 18.850 24.574
H 15.017 17.337 23.948
H 17.890 18.213 23.537
H 16.535 18.448 22.383
H 18.614 17.015 21.396
H 17.083 16.705 20.585
H 17.964 15.331 21.246
C 15.939 11.899 18.937
O 16.571 12.285 20.107
C 16.154 11.649 21.352
C 17.086 12.020 22.539
N 18.454 11.542 22.205
C 19.475 12.115 23.067
C 20.907 11.383 23.077
O 21.671 11.660 21.910
C 22.559 12.839 21.969
H 14.869 12.148 18.989
H 16.002 10.815 18.755
H 16.398 12.418 18.097
H 16.125 10.567 21.175
H 15.123 11.963 21.561
H 16.714 11.528 23.449
H 17.028 13.109 22.685
H 18.677 11.828 21.257
H 19.151 12.041 24.110
H 19.700 13.194 22.965
H 20.805 10.298 23.144
H 21.462 11.697 23.976
H 23.067 12.936 21.008
H 23.288 12.718 22.775
H 21.967 13.739 22.147
C 13.202 14.859 23.059
O 12.406 14.058 23.938
C 13.138 13.150 24.730
C 12.185 12.252 25.597
N 11.306 11.488 24.748
C 10.307 10.775 25.518
C 9.137 10.348 24.650
O 9.628 9.346 23.718
C 8.801 8.964 22.643
H 13.604 14.347 22.168
H 14.060 15.273 23.597
H 12.600 15.684 22.674
H 13.777 13.722 25.422
H 13.823 12.576 24.088
H 11.615 12.994 26.190
H 12.738 11.659 26.336
H 10.861 12.139 24.105
H 9.869 11.423 26.301
H 10.774 9.895 25.966
H 8.689 11.249 24.195
H 8.342 9.849 25.220
H 8.744 9.762 21.893
H 7.752 8.806 22.940
H 9.090 8.007 22.205
C 11.170 12.069 20.794
O 12.065 12.593 19.834
H 10.170 11.985 20.364
H 11.462 11.090 21.174
H 11.113 12.743 21.657
H 11.653 13.390 19.423
C 14.815 15.396 19.150
O 14.172 15.672 17.917
H 14.267 14.618 19.694
H 15.878 15.157 19.060
H 14.785 16.326 19.724
H 13.992 14.833 17.445
*
```

=====

(4)
Below is 2 unconnected molecules or ions with the total composition C4H5O2P, with properties calculated with ωB97M-V with the def2-TZVPD basis set.

The energy above the lowest of the compared OMol25 structures with the same formula, charge and spin is 326.3 kJ/mol. Its SMILES is C#COP.C=C=O. Its orbital gap is 10.1 eV.

Structure (ORCA input):
```
! RIJCOSX wB97M-V def2-TZVPD def2/J DEFGRID3
* xyz 0 1
C 0.253 -2.283 -0.494
C 1.063 -1.413 -0.352
O 1.988 -0.517 -0.206
P 1.722 1.121 0.047
H -0.414 -3.075 -0.634
H 1.967 1.536 -1.271
H 3.068 1.277 0.397
C -1.988 0.337 0.410
C -1.272 0.574 -0.633
O -0.602 0.837 -1.548
H -2.882 0.890 0.620
H -1.719 -0.450 1.087
*
```

=====

(5)
Below is 8 unconnected molecules or ions with the total composition C26H74N6O8, with properties calculated with ωB97M-V with the def2-TZVPD basis set.

The energy above the lowest of the compared OMol25 structures with the same formula, charge and spin is 550.9 kJ/mol. Its SMILES is COC[C@H](C)N.COC[C@H](C)N.COC[C@H](C)N.COC[C@H](C)N.COC[C@H](C)N.COC[C@H](C)N.CO.CO. Its orbital gap is 9.7 eV.

Structure (ORCA input):
```
! RIJCOSX wB97M-V def2-TZVPD def2/J DEFGRID3
* xyz 0 1
C 17.787 -13.692 -30.418
O 17.397 -13.079 -29.175
C 17.150 -11.689 -29.302
C 16.143 -11.343 -28.201
C 15.740 -9.916 -28.117
N 16.560 -11.876 -26.881
H 17.331 -13.492 -31.388
H 17.671 -14.774 -30.351
H 18.831 -13.382 -30.447
H 18.036 -11.057 -29.257
H 16.753 -11.250 -30.218
H 15.220 -11.886 -28.403
H 16.554 -9.212 -27.944
H 15.000 -9.822 -27.322
H 15.193 -9.615 -29.011
H 16.697 -12.850 -27.108
H 17.511 -11.606 -26.675
C 19.458 -16.210 -33.044
O 18.993 -16.700 -34.272
C 19.457 -18.064 -34.684
C 19.595 -18.040 -36.245
C 18.270 -18.092 -36.991
N 20.463 -19.048 -36.782
H 19.406 -17.119 -32.445
H 18.770 -15.500 -32.586
H 20.470 -15.810 -32.983
H 20.512 -18.200 -34.446
H 18.860 -18.925 -34.381
H 20.107 -17.138 -36.580
H 17.773 -19.062 -36.981
H 18.369 -17.755 -38.023
H 17.613 -17.350 -36.538
H 21.395 -18.946 -36.408
H 20.199 -19.967 -36.459
C 14.004 -19.860 -30.936
O 12.756 -20.056 -30.239
C 12.705 -20.244 -28.804
C 11.298 -20.101 -28.151
C 11.367 -19.653 -26.675
N 10.467 -21.236 -28.396
H 14.393 -18.843 -30.883
H 13.919 -20.255 -31.948
H 14.747 -20.501 -30.460
H 13.194 -21.200 -28.614
H 13.357 -19.463 -28.414
H 10.912 -19.246 -28.707
H 11.354 -18.566 -26.593
H 12.282 -19.955 -26.166
H 10.469 -19.913 -26.116
H 9.588 -20.740 -28.399
H 10.589 -21.462 -29.373
C 14.338 -12.070 -31.997
O 13.875 -13.161 -32.816
C 12.574 -13.630 -32.429
C 11.836 -14.250 -33.672
C 10.347 -14.666 -33.391
N 12.450 -15.384 -34.397
H 13.663 -11.214 -32.010
H 15.255 -11.701 -32.457
H 14.598 -12.433 -31.002
H 12.636 -14.473 -31.741
H 12.012 -12.925 -31.816
H 11.971 -13.440 -34.388
H 9.744 -13.767 -33.260
H 10.133 -15.266 -32.506
H 10.039 -15.354 -34.178
H 11.886 -15.317 -35.232
H 13.375 -15.052 -34.631
C 15.197 -17.760 -26.171
O 15.356 -17.854 -27.612
C 15.335 -16.652 -28.382
C 14.095 -15.761 -28.105
C 12.756 -16.422 -28.636
N 14.117 -14.482 -28.784
H 16.150 -17.411 -25.775
H 14.936 -18.732 -25.752
H 14.389 -17.111 -25.832
H 16.263 -16.154 -28.101
H 15.390 -16.823 -29.457
H 14.022 -15.550 -27.038
H 11.885 -15.867 -28.287
H 12.573 -17.444 -28.306
H 12.726 -16.692 -29.691
H 14.122 -14.672 -29.776
H 14.964 -13.954 -28.630
C 21.213 -12.125 -32.321
O 20.366 -12.711 -33.289
C 20.200 -11.861 -34.422
C 19.031 -12.434 -35.285
C 17.762 -12.577 -34.472
N 19.281 -13.671 -36.038
H 20.748 -11.181 -32.039
H 22.246 -12.123 -32.669
H 21.260 -12.848 -31.506
H 19.993 -10.838 -34.108
H 21.201 -11.763 -34.843
H 18.919 -11.774 -36.145
H 17.824 -13.246 -33.613
H 16.914 -12.884 -35.084
H 17.455 -11.606 -34.083
H 19.652 -14.369 -35.410
H 18.317 -13.899 -36.234
C 15.786 -16.603 -32.645
O 15.726 -15.134 -33.036
H 16.587 -17.050 -33.234
H 16.121 -16.556 -31.609
H 14.795 -17.039 -32.767
H 14.923 -14.744 -32.682
C 11.261 -18.486 -33.231
O 12.549 -18.145 -33.547
H 11.115 -18.126 -32.213
H 10.626 -17.940 -33.929
H 10.905 -19.508 -33.106
H 12.635 -17.195 -33.656
*
```

=====

(6)
Below is a molecular structure, C44H38AsBInO2P2Se2, with properties calculated with ωB97M-V with the def2-TZVPD basis set.

Its orbital gap is 7.6 eV.

Structure (ORCA input):
```
! RIJCOSX wB97M-V def2-TZVPD def2/J DEFGRID3
* xyz 1 1
In -2.153 -0.229 -0.316
Se -1.985 -0.299 2.349
P -2.110 1.889 1.996
Se -2.152 2.453 -0.130
C -0.588 2.564 2.743
C -0.260 2.235 4.054
C 0.983 2.583 4.551
C 1.897 3.246 3.746
C 1.559 3.594 2.448
C 0.316 3.253 1.948
C -3.625 2.508 2.810
C -3.910 2.139 4.121
C -5.106 2.528 4.695
C -6.022 3.272 3.964
C -5.734 3.643 2.661
C -4.536 3.264 2.084
H -0.962 1.686 4.666
H 1.247 2.322 5.565
H 2.882 3.471 4.125
H 2.261 4.120 1.818
H 0.055 3.511 0.930
H -3.208 1.532 4.676
H -5.335 2.241 5.710
H -6.967 3.546 4.408
H -6.445 4.220 2.089
H -4.311 3.550 1.064
C 2.228 -0.479 -0.536
C 2.721 0.948 -0.529
As 4.719 1.138 -0.352
C 5.207 -0.047 -1.847
C 5.178 -1.436 -1.780
C 5.539 -2.205 -2.872
C 5.938 -1.596 -4.050
C 5.972 -0.214 -4.132
C 5.608 0.551 -3.037
C 5.099 -0.099 1.123
C 4.267 -0.234 2.228
C 4.615 -1.067 3.279
C 5.808 -1.770 3.244
C 6.666 -1.612 2.169
C 6.317 -0.776 1.125
P 0.451 -0.668 -1.049
C 0.251 -2.474 -0.993
C -0.378 -3.178 -2.016
C -0.614 -4.536 -1.876
C -0.238 -5.196 -0.717
C 0.366 -4.493 0.313
C 0.603 -3.138 0.181
C 0.477 -0.199 -2.809
C -0.275 0.897 -3.230
C -0.263 1.294 -4.557
C 0.486 0.585 -5.480
C 1.239 -0.505 -5.067
C 1.251 -0.891 -3.738
H 2.345 -0.936 0.449
H 2.783 -1.082 -1.264
H 2.255 1.510 0.286
H 2.468 1.446 -1.471
H 4.903 -1.926 -0.854
H 5.515 -3.284 -2.800
H 6.234 -2.198 -4.896
H 6.293 0.265 -5.045
H 5.648 1.633 -3.095
H 3.340 0.327 2.280
H 3.954 -1.170 4.127
H 6.075 -2.429 4.056
H 7.609 -2.140 2.142
H 6.994 -0.644 0.288
H -0.664 -2.659 -2.923
H -1.091 -5.079 -2.677
H -0.424 -6.254 -0.612
H 0.653 -5.000 1.222
H 1.059 -2.594 0.998
H -0.864 1.473 -2.519
H -0.844 2.155 -4.861
H 0.482 0.881 -6.519
H 1.818 -1.061 -5.788
H 1.844 -1.738 -3.420
O -5.106 -1.142 -1.847
B -4.268 -0.778 -0.849
O -4.937 -0.298 0.245
C -6.269 -0.368 -0.077
C -7.374 0.015 0.659
C -8.606 -0.138 0.040
C -8.714 -0.657 -1.245
C -7.604 -1.049 -1.978
C -6.376 -0.890 -1.370
H -7.264 0.413 1.655
H -9.506 0.155 0.558
H -9.690 -0.754 -1.692
H -7.702 -1.450 -2.973
*
```